Density functional theory data (wB97M-V/def2-TZVPD) for a 16-piece molecular cluster, C78H100O41 overall at a distorted geometry.

Computed properties:
HOMO-LUMO gap (eV): 7.6
Charge: 0
DFT total energy (eV): -166441.357
2S+1: 1

Last columns: bonded neighbours and bond lengths (Å).
Element x y z (Å)
1 C 0.03308 -5.82376 2.59812  C2 1.366, C7 1.443, H9 1.080
2 C 0.84049 -6.71774 1.95323  C1 1.366, C3 1.464, H10 1.080
3 C 0.30973 -7.57553 0.89262  C2 1.464, O4 1.213, C5 1.475
4 O 1.04318 -8.32836 0.28634  C3 1.213
5 C -1.12428 -7.34371 0.63486  C3 1.475, C6 1.379, H11 1.080
6 C -1.88085 -6.38442 1.27435  C5 1.379, C7 1.467, H12 1.080
7 C -1.35621 -5.52914 2.34490  C1 1.443, C6 1.467, O8 1.225
8 O -1.98325 -4.60332 2.84478  C7 1.225
9 H 0.39556 -5.16263 3.37136  C1 1.080
10 H 1.89428 -6.66208 2.18310  C2 1.080
11 H -1.62364 -7.79025 -0.21226  C5 1.080
12 H -2.87877 -6.27165 0.87705  C6 1.080
13 C -0.64359 -2.54002 -6.40251  C14 1.378, C19 1.463, H21 1.080
14 C -1.91734 -2.84972 -5.97646  C13 1.378, C15 1.572, H22 1.080
15 C -2.54435 -2.12043 -4.73282  C14 1.572, O16 1.230, C17 1.513
16 O -3.67668 -2.34562 -4.30762  C15 1.230
17 C -1.68921 -0.94879 -4.30350  C15 1.513, C18 1.361, H23 1.080
18 C -0.51410 -0.63336 -4.91284  C17 1.361, C19 1.440, H24 1.080
19 C 0.15945 -1.41875 -5.91388  C13 1.463, C18 1.440, O20 1.201
20 O 1.20308 -1.12976 -6.43260  C19 1.201
21 H -0.30490 -3.10895 -7.25574  C13 1.080
22 H -2.36489 -3.78440 -6.28053  C14 1.080
23 H -1.97709 -0.38793 -3.42660  C17 1.080
24 H 0.04279 0.20669 -4.52478  C18 1.080
25 C 5.40913 2.88042 -4.30006  C26 1.327, C31 1.484, H33 1.080
26 C 5.25745 1.74744 -3.62655  C25 1.327, C27 1.466, H34 1.080
27 C 4.35417 0.65242 -3.99136  C26 1.466, O28 1.211, C29 1.543
28 O 4.05194 -0.29728 -3.30392  C27 1.211
29 C 3.81594 0.83137 -5.42602  C27 1.543, C30 1.377, H35 1.080
30 C 4.05976 1.99954 -6.11357  C29 1.377, C31 1.455, H36 1.080
31 C 4.83639 3.13688 -5.64517  C25 1.484, C30 1.455, O32 1.254
32 O 4.87752 4.19736 -6.31313  C31 1.254
33 H 6.24415 3.49794 -4.00370  C25 1.080
34 H 5.71100 1.76125 -2.64650  C26 1.080
35 H 3.24296 -0.00977 -5.78737  C29 1.080
36 H 3.58762 2.12148 -7.07722  C30 1.080
37 C 3.32275 -0.28166 5.81631  C38 1.358, C43 1.480, H45 1.080
38 C 4.63740 -0.61554 5.74810  C37 1.358, C39 1.517, H46 1.080
39 C 5.58334 -0.64022 6.93366  C38 1.517, O40 1.226, C41 1.417
40 O 6.77464 -0.92360 6.86705  C39 1.226
41 C 4.88490 -0.40927 8.14475  C39 1.417, C42 1.368, H47 1.080
42 C 3.56251 -0.08155 8.26934  C41 1.368, C43 1.499, H48 1.080
43 C 2.64749 0.05632 7.08947  C37 1.480, C42 1.499, O44 1.191
44 O 1.50465 0.39229 7.09536  C43 1.191
45 H 2.70999 -0.27017 4.92705  C37 1.080
46 H 5.12986 -0.78195 4.80142  C38 1.080
47 H 5.46443 -0.62031 9.03132  C41 1.080
48 H 3.12081 0.07422 9.24249  C42 1.080
49 C -0.82226 -0.62174 4.40648  C50 1.390, C55 1.501, H57 1.080
50 C -2.00789 -0.18200 4.98307  C49 1.390, C51 1.443, H58 1.080
51 C -2.78382 -0.97928 5.90202  C50 1.443, O52 1.198, C53 1.496
52 O -3.71466 -0.63803 6.57486  C51 1.198
53 C -2.25365 -2.37486 5.99647  C51 1.496, C54 1.422, H59 1.080
54 C -1.05240 -2.76193 5.34098  C53 1.422, C55 1.460, H60 1.080
55 C -0.09145 -1.91082 4.64508  C49 1.501, C54 1.460, O56 1.180
56 O 0.91610 -2.28418 4.15741  C55 1.180
57 H -0.28621 0.09248 3.79906  C49 1.080
58 H -2.34993 0.77287 4.61209  C50 1.080
59 H -2.86801 -3.13396 6.45769  C53 1.080
60 H -0.77164 -3.80158 5.42276  C54 1.080
61 C -0.08486 -1.66778 1.19907  C62 1.387, C67 1.446, H69 1.080
62 C -0.94984 -0.58295 1.20625  C61 1.387, C63 1.445, H70 1.080
63 C -0.89254 0.49061 0.24068  C62 1.445, O64 1.200, C65 1.496
64 O -1.57912 1.47462 0.20776  C63 1.200
65 C 0.10628 0.18090 -0.82851  C63 1.496, C66 1.375, H71 1.080
66 C 0.92646 -0.92282 -0.84602  C65 1.375, C67 1.479, H72 1.080
67 C 0.88412 -1.99183 0.17515  C61 1.446, C66 1.479, O68 1.258
68 O 1.45789 -3.09923 0.01249  C67 1.258
69 H -0.23058 -2.48679 1.88782  C61 1.080
70 H -1.67335 -0.56696 2.00792  C62 1.080
71 H 0.06654 0.84187 -1.68170  C65 1.080
72 H 1.65119 -0.96574 -1.64560  C66 1.080
73 C 0.44266 5.66830 4.07062  C74 1.378, C79 1.473, H81 1.080
74 C 0.96447 4.49832 3.56259  C73 1.378, C75 1.456, H82 1.080
75 C 0.15197 3.32360 3.28210  C74 1.456, O76 1.234, C77 1.454
76 O 0.58590 2.22606 2.92248  C75 1.234
77 C -1.27153 3.61929 3.26273  C75 1.454, C78 1.331, H83 1.080
78 C -1.77944 4.72006 3.81326  C77 1.331, C79 1.463, H84 1.080
79 C -1.00249 5.87571 4.26310  C73 1.473, C78 1.463, O80 1.254
80 O -1.42428 6.89461 4.86077  C79 1.254
81 H 1.10312 6.51642 4.17499  C73 1.080
82 H 2.02802 4.44397 3.38286  C74 1.080
83 H -1.95638 2.88640 2.86242  C77 1.080
84 H -2.83462 4.87773 3.98102  C78 1.080
85 C 0.22877 -4.80358 -2.88596  C86 1.536, H92 1.090, H93 1.090, H94 1.090
86 C -0.95041 -4.79062 -1.90145  C85 1.536, O87 1.453, H95 1.090, H96 1.090
87 O -1.66393 -3.52579 -1.95765  C86 1.453, C88 1.334
88 C -2.64536 -3.16546 -1.12927  O87 1.334, O89 1.222, O90 1.374
89 O -3.35518 -3.87654 -0.43445  C88 1.222
90 O -2.78867 -1.80666 -1.27342  C88 1.374, C91 1.428
91 C -3.78611 -1.07596 -0.55802  O90 1.428, H97 1.090, H98 1.090, H99 1.090
92 H 0.97446 -4.08194 -2.55236  C85 1.090
93 H -0.14246 -4.58255 -3.88668  C85 1.090
94 H 0.60050 -5.82799 -2.86369  C85 1.090
95 H -0.52841 -4.91066 -0.90365  C86 1.090
96 H -1.55668 -5.67086 -2.11523  C86 1.090
97 H -4.80850 -1.44814 -0.62371  C91 1.090
98 H -3.80641 -0.04305 -0.90553  C91 1.090
99 H -3.50023 -0.99176 0.49044  C91 1.090
100 C 8.29387 -1.30732 2.42990  C101 1.519, H107 1.090, H108 1.090, H109 1.090
101 C 7.57117 -1.95565 3.59779  C100 1.519, O102 1.398, H110 1.090, H111 1.090
102 O 6.35098 -2.49859 3.18438  C101 1.398, C103 1.350
103 C 6.25451 -3.77855 2.76592  O102 1.350, O104 1.235, O105 1.357
104 O 7.13061 -4.40014 2.15751  C103 1.235
105 O 5.03395 -4.35233 2.92004  C103 1.357, C106 1.449
106 C 3.88810 -3.58316 3.36053  O105 1.449, H112 1.090, H113 1.090, H114 1.090
107 H 7.84975 -0.31572 2.34284  C100 1.090
108 H 8.39987 -1.81714 1.47233  C100 1.090
109 H 9.31338 -1.03374 2.70168  C100 1.090
110 H 7.39654 -1.16311 4.32544  C101 1.090
111 H 8.32166 -2.64442 3.98571  C101 1.090
112 H 4.12666 -2.63525 3.84287  C106 1.090
113 H 3.30236 -4.09801 4.12206  C106 1.090
114 H 3.28635 -3.38492 2.47357  C106 1.090
115 C -2.28813 2.78712 -2.91999  C116 1.540, H122 1.090, H123 1.090, H124 1.090
116 C -3.20869 2.46326 -4.11177  C115 1.540, O117 1.377, H125 1.090, H126 1.090
117 O -3.97139 1.32683 -3.95786  C116 1.377, C118 1.292
118 C -5.07635 1.33339 -3.28840  O117 1.292, O119 1.211, O120 1.364
119 O -5.59002 2.30105 -2.77209  C118 1.211
120 O -5.63487 0.08856 -3.27972  C118 1.364, C121 1.409
121 C -6.67505 -0.20823 -2.37643  O120 1.409, H127 1.090, H128 1.090, H129 1.090
122 H -1.57366 1.96600 -2.97830  C115 1.090
123 H -2.75648 2.76536 -1.93598  C115 1.090
124 H -1.70362 3.70072 -3.02853  C115 1.090
125 H -2.60768 2.43210 -5.02057  C116 1.090
126 H -3.85416 3.31823 -4.31300  C116 1.090
127 H -7.59766 -0.00083 -2.91854  C121 1.090
128 H -6.53486 0.42025 -1.49696  C121 1.090
129 H -6.72614 -1.28323 -2.20358  C121 1.090
130 C -5.24602 -3.48246 2.69679  C131 1.504, H137 1.090, H138 1.090, H139 1.090
131 C -4.56692 -2.16589 2.95756  C130 1.504, O132 1.441, H140 1.090, H141 1.090
132 O -5.33879 -1.26482 2.13930  C131 1.441, C133 1.280
133 C -5.21774 0.00103 2.28172  O132 1.280, O134 1.240, O135 1.325
134 O -4.48076 0.56550 3.10404  C133 1.240
135 O -5.91357 0.53354 1.28754  C133 1.325, C136 1.478
136 C -5.92189 1.99252 1.05303  O135 1.478, H142 1.090, H143 1.090, H144 1.090
137 H -6.31393 -3.43192 2.90924  C130 1.090
138 H -4.85182 -4.20436 3.41203  C130 1.090
139 H -4.91845 -3.85581 1.72653  C130 1.090
140 H -3.57699 -2.14798 2.50169  C131 1.090
141 H -4.45077 -1.90127 4.00856  C131 1.090
142 H -6.36325 2.49352 1.91459  C136 1.090
143 H -6.59953 2.34436 0.27513  C136 1.090
144 H -4.98497 2.44259 0.72485  C136 1.090
145 C 3.04288 4.47048 -0.47969  C146 1.528, H152 1.090, H153 1.090, H154 1.090
146 C 2.98129 3.43209 -1.59845  C145 1.528, O147 1.417, H155 1.090, H156 1.090
147 O 2.68797 4.10134 -2.81283  C146 1.417, C148 1.343
148 C 1.61320 3.65834 -3.48550  O147 1.343, O149 1.206, O150 1.397
149 O 0.96907 2.66219 -3.27068  C148 1.206
150 O 1.37218 4.49800 -4.57626  C148 1.397, C151 1.381
151 C 0.28878 4.22250 -5.38707  O150 1.381, H157 1.090, H158 1.090, H159 1.090
152 H 2.00872 4.81484 -0.48509  C145 1.090
153 H 3.74258 5.25038 -0.78015  C145 1.090
154 H 3.26126 3.98984 0.47394  C145 1.090
155 H 2.37874 2.53125 -1.48214  C146 1.090
156 H 3.99046 3.07390 -1.80185  C146 1.090
157 H -0.04770 4.93623 -6.13905  C151 1.090
158 H -0.57984 4.21857 -4.72860  C151 1.090
159 H 0.28551 3.20207 -5.77025  C151 1.090
160 C -0.88501 4.98357 -0.46475  C161 1.564, H167 1.090, H168 1.090, H169 1.090
161 C -0.77501 6.25681 0.43760  C160 1.564, O162 1.403, H170 1.090, H171 1.090
162 O -1.20468 7.30954 -0.38517  C161 1.403, C163 1.289
163 C -0.47348 7.96219 -1.22182  O162 1.289, O164 1.232, O165 1.400
164 O 0.70172 7.75703 -1.52747  C163 1.232
165 O -1.28970 8.95768 -1.77143  C163 1.400, C166 1.417
166 C -0.75211 10.01713 -2.54394  O165 1.417, H172 1.090, H173 1.090, H174 1.090
167 H -0.10121 4.82411 -1.20525  C160 1.090
168 H -1.83503 4.95316 -0.99827  C160 1.090
169 H -0.78547 4.09191 0.15422  C160 1.090
170 H 0.24855 6.43730 0.76600  C161 1.090
171 H -1.52597 6.24942 1.22760  C161 1.090
172 H -0.71669 10.81553 -1.80273  C166 1.090
173 H -1.49587 10.38385 -3.25136  C166 1.090
174 H 0.13799 9.82882 -3.14425  C166 1.090
175 C 4.78399 -3.92205 -0.73017  C176 1.578, H182 1.090, H183 1.090, H184 1.090
176 C 4.89779 -2.34793 -0.75371  C175 1.578, O177 1.433, H185 1.090, H186 1.090
177 O 4.58353 -1.77674 0.52239  C176 1.433, C178 1.308
178 C 4.38385 -0.48574 0.45328  O177 1.308, O179 1.227, O180 1.385
179 O 4.42905 0.29252 -0.49376  C178 1.227
180 O 4.08673 -0.11388 1.75353  C178 1.385, C181 1.442
181 C 3.77264 1.22911 2.17323  O180 1.442, H187 1.090, H188 1.090, H189 1.090
182 H 5.58676 -4.50757 -0.28203  C175 1.090
183 H 4.81228 -4.21649 -1.77927  C175 1.090
184 H 3.82418 -4.27746 -0.35526  C175 1.090
185 H 4.17962 -2.04747 -1.51664  C176 1.090
186 H 5.85975 -1.97521 -1.10559  C176 1.090
187 H 3.15571 1.16099 3.06925  C181 1.090
188 H 3.27921 1.77180 1.36694  C181 1.090
189 H 4.69493 1.78774 2.33264  C181 1.090
190 C -5.49971 5.27585 1.36431  C191 1.539, H197 1.090, H198 1.090, H199 1.090
191 C -6.16699 6.10996 2.47162  C190 1.539, O192 1.449, H200 1.090, H201 1.090
192 O -7.05155 7.08420 1.86558  C191 1.449, C193 1.395
193 C -7.85759 7.93499 2.62129  O192 1.395, O194 1.235, O195 1.361
194 O -7.80735 7.96391 3.85443  C193 1.235
195 O -8.68300 8.64074 1.80166  C193 1.361, C196 1.426
196 C -9.54567 9.57792 2.44352  O195 1.426, H202 1.090, H203 1.090, H204 1.090
197 H -6.14505 4.95202 0.54775  C190 1.090
198 H -5.15893 4.33276 1.79157  C190 1.090
199 H -4.67823 5.85899 0.94814  C190 1.090
200 H -5.52486 6.39048 3.30653  C191 1.090
201 H -6.86794 5.46255 2.99852  C191 1.090
202 H -10.47604 9.08201 2.72023  C196 1.090
203 H -9.82179 10.42216 1.81176  C196 1.090
204 H -9.16243 10.04827 3.34905  C196 1.090
205 C 1.83790 -11.00677 -4.99032  C206 1.481, H212 1.090, H213 1.090, H214 1.090
206 C 1.79140 -9.95474 -6.03127  C205 1.481, O207 1.468, H215 1.090, H216 1.090
207 O 1.96540 -8.59243 -5.51363  C206 1.468, C208 1.367
208 C 3.14260 -7.89878 -5.46526  O207 1.367, O209 1.274, O210 1.370
209 O 4.20870 -8.22082 -6.08407  C208 1.274
210 O 2.98025 -6.85770 -4.59026  C208 1.370, C211 1.430
211 C 4.00567 -5.86567 -4.49040  O210 1.430, H217 1.090, H218 1.090, H219 1.090
212 H 2.85766 -11.24517 -4.68807  C205 1.090
213 H 1.53922 -11.97024 -5.40337  C205 1.090
214 H 1.32609 -10.60331 -4.11661  C205 1.090
215 H 0.84509 -9.98138 -6.57155  C206 1.090
216 H 2.55092 -10.05446 -6.80669  C206 1.090
217 H 4.13188 -5.37437 -5.45518  C211 1.090
218 H 4.96691 -6.18186 -4.08523  C211 1.090
219 H 3.63990 -5.14472 -3.75927  C211 1.090